Entry 1:
9
Properties=species:S:1:pos:R:3:forces:R:3 method="wB97M-V/def2-TZVPD" charge=-1 energy_ha=-494.64981 e_above_lowest_ev=0.4006
S 1.390329 -0.009346 -1.019305 -0.1 0.1 0.9
H 2.404241 1.625632 0.421901 -0.7 0.2 0.2
H 1.581487 0.552789 1.530870 -0.7 0.2 -1.0
N -2.159028 -1.382598 -0.387780 0.2 -0.1 -1.3
H -1.926413 -0.561211 0.162585 0.5 -0.4 0.4
H -1.966221 -1.004638 -1.320752 -0.5 0.2 0.0
C 1.448674 1.070696 0.538023 1.3 -0.7 -0.6
H -1.358190 -2.022964 -0.409999 0.0 0.4 1.0
H 0.585117 1.731638 0.484458 0.1 0.1 0.5

=====

Entry 2:
68
Properties=species:S:1:pos:R:3:forces:R:3 method="wB97M-V/def2-TZVPD" charge=0 energy_ha=-6490.61274 e_above_lowest_ev=0.0000
H -1.976992 5.455374 2.289078 0.0 0.0 0.0
H -5.444871 0.532433 -1.966029 0.0 0.0 0.0
H -5.622771 -1.889375 0.053693 0.0 0.0 0.0
C -1.543692 -2.555387 -2.793159 0.1 0.0 0.0
C -0.168112 2.737536 1.323004 0.0 0.1 -0.1
H -1.274406 4.035322 4.258300 0.0 0.0 0.0
C -4.535420 -1.963188 -0.021146 0.0 0.0 -0.1
S 3.160586 0.178405 1.667377 -0.2 0.0 -0.3
C -1.469732 4.951737 0.278862 0.0 0.0 0.0
C -1.173923 -1.028462 -1.031547 0.0 0.2 0.2
C -2.094992 -1.686859 -1.863452 0.0 -0.1 -0.1
H 4.147963 -0.888999 -2.720402 0.0 0.0 0.0
H 1.005979 0.504697 3.399306 0.0 0.0 0.0
C -0.165998 2.950573 -0.077541 0.0 0.0 0.0
H 0.286003 2.995602 -2.570929 0.0 0.0 0.0
Si -3.961665 -1.432284 -1.719695 0.0 0.1 0.1
C 2.604832 1.023847 -5.067842 0.0 0.0 0.1
C 1.620320 1.371169 -2.904555 0.0 0.0 0.0
C 1.688475 1.665467 -4.277707 0.0 0.0 0.0
C -4.367335 0.367949 -2.035373 0.0 0.0 -0.1
C -0.133086 2.247587 4.012946 0.0 0.0 0.0
H -2.193025 -3.104327 -3.465214 0.0 0.0 0.0
H -0.083465 1.994647 5.061941 0.0 0.0 0.0
H -4.460367 -2.231715 -4.034156 0.0 0.0 0.0
N 5.639578 -2.081359 6.832160 0.0 0.0 0.0
Ti 1.112763 0.115833 0.286830 0.1 0.0 0.4
C 1.978808 -1.931304 2.900986 0.0 0.1 -0.1
C -0.816743 3.639010 2.183428 0.0 0.0 0.0
H 4.773824 -0.338341 3.999390 0.0 0.0 0.0
C 4.853055 -2.057575 5.994873 0.0 -0.1 0.1
Br 2.690713 1.391034 -6.918812 0.0 0.0 0.0
C 3.964976 -1.055285 3.965343 0.0 -0.1 0.0
H 1.016641 2.401642 -4.700902 0.0 0.0 0.0
H -0.839632 4.252601 -1.642481 0.0 0.0 0.0
C -1.472599 4.761088 1.629410 0.0 0.0 0.0
C 1.889477 -2.908397 3.888886 0.1 0.0 0.1
H -5.863607 -2.358461 -2.980482 0.0 0.0 0.0
C -0.811328 4.049335 -0.582058 0.0 -0.1 0.1
C 0.657934 -2.050189 -2.050371 -0.1 0.0 -0.1
C 2.826468 -2.967405 4.909678 0.0 0.1 -0.1
H -3.874576 1.020180 -1.313958 0.0 0.0 0.0
C -0.163980 -2.764313 -2.887718 0.0 0.0 0.0
C 0.486578 1.397342 3.078341 0.0 0.0 0.0
H 1.082214 -3.627918 3.866122 0.0 0.0 0.0
C 3.499208 0.103295 -4.507675 0.0 0.0 0.0
C 2.706727 -3.979966 5.917207 0.0 0.0 0.1
H 1.734520 -2.151713 -2.057005 0.0 0.0 0.0
H -4.048172 0.665344 -3.037127 0.0 0.0 0.0
N 0.469411 1.628027 1.784892 0.0 -0.1 0.0
S -1.494454 0.041507 0.292495 0.0 0.0 -0.1
H -4.095043 -1.347543 0.762983 0.0 0.0 0.0
C 2.497920 0.428545 -2.339770 0.0 0.0 0.1
S 0.776073 -1.838576 1.641595 0.0 -0.1 0.0
H -1.974396 5.806246 -0.150523 0.0 0.0 0.0
H 0.252656 -3.464513 -3.596771 0.0 0.0 0.0
C 3.873688 -2.029213 4.947860 0.0 0.0 -0.1
O 2.447854 0.126342 -1.068158 0.1 0.0 0.0
N 2.593559 -4.786836 6.727479 0.0 0.0 0.0
C 3.026993 -0.997662 2.934364 -0.1 0.0 0.0
C -4.781500 -2.497061 -3.024879 0.0 0.0 0.0
H -4.255922 -3.000770 0.173576 0.0 0.0 0.0
C 0.758671 2.153145 -2.070429 0.0 0.0 0.0
C -0.781630 3.360959 3.569265 0.0 0.0 0.0
H -4.584319 -3.559749 -2.871748 0.0 0.0 0.0
C 3.457472 -0.185240 -3.164607 -0.1 0.1 -0.1
N 0.150128 -1.184251 -1.165126 0.2 -0.1 0.1
H 4.228375 -0.379934 -5.144061 0.0 0.0 0.0
N 0.567286 1.970369 -0.808295 -0.1 0.2 -0.1

=====

Entry 3:
7
Properties=species:S:1:pos:R:3:forces:R:3 method="wB97M-V/def2-TZVPD" charge=0 energy_ha=-829.58490 e_above_lowest_ev=0.0952 smiles="O=POC(F)(F)F"
F -1.080113 0.967692 0.559538 -1.2 2.9 1.2
F -1.684577 -0.221554 -1.153472 1.5 0.9 0.1
O 2.819309 0.035346 -0.096174 0.3 0.4 0.3
O 0.438712 -0.234113 -0.321263 1.1 -0.2 -1.0
F -1.277082 -1.135775 0.680049 0.3 -0.4 0.7
C -0.840874 -0.112915 -0.074861 -2.3 -3.0 -0.8
P 1.624625 0.701316 0.406184 0.3 -0.7 -0.5

=====

Entry 4:
9
Properties=species:S:1:pos:R:3:forces:R:3 method="wB97M-V/def2-TZVPD" charge=0 energy_ha=-267.06139 e_above_lowest_ev=3.5754
H -1.718403 0.338396 0.705525 1.5 -1.6 0.0
H 1.912878 0.547616 -1.736486 -1.0 0.3 0.0
O 1.430049 -0.986268 0.294840 -1.7 0.8 0.4
H -0.845952 -1.218170 1.417965 -0.5 -1.5 1.2
C 0.269992 -0.168457 0.154393 2.3 0.5 -2.1
O 2.550740 -0.127107 -1.504684 0.5 0.4 -0.3
C -0.846799 -0.412632 0.767698 -1.7 2.6 -0.4
C 2.513539 -0.853142 -0.430045 1.6 -1.7 0.5
H 0.513430 0.613838 -0.576211 -1.0 0.0 0.7

=====

Entry 5:
9
Properties=species:S:1:pos:R:3:forces:R:3 method="wB97M-V/def2-TZVPD" spin_multiplicity=3 charge=0 energy_ha=-1117.24974 e_above_lowest_ev=0.3186
H -4.660255 0.629858 0.346694 -0.1 0.7 0.4
O -2.059671 0.444112 0.933666 6.1 1.7 4.0
H -3.021564 -0.236133 -1.206951 0.6 0.0 -1.1
H 0.172447 -1.001703 0.808495 0.2 0.2 0.5
Si -3.291262 0.212917 0.111700 -6.6 -2.4 -3.3
H -0.336211 -0.068821 -1.254105 1.2 -0.1 0.4
H 1.509251 1.119909 -0.005945 -0.8 -0.6 0.3
Cl 2.475624 -1.310237 -0.787513 0.0 -0.3 -0.4
Si 0.829342 -0.217003 -0.232993 -0.6 0.7 -0.8

=====

Entry 6:
96
Properties=species:S:1:pos:R:3:forces:R:3 method="wB97M-V/def2-TZVPD" charge=0 energy_ha=-2361.52456
C -3.680486 -7.025436 -0.347715 0.2 0.1 0.3
H -2.454264 3.608039 2.764738 0.0 0.0 0.0
H -1.340306 -1.454240 -0.112812 0.1 0.1 -0.1
C -3.823997 -1.881013 -0.436016 -0.1 0.2 0.1
H -4.334512 -0.833608 -3.727355 0.3 0.7 0.2
H -2.052263 0.121293 0.265445 0.1 0.0 -0.1
H 0.789876 6.333619 3.631447 0.0 0.0 0.0
N 0.779380 3.296490 2.152862 -0.2 0.0 0.1
H -3.334377 -7.621852 0.501891 -0.1 -0.1 0.0
H 4.641471 2.590868 -1.357800 0.0 0.1 0.0
H 1.338882 -3.536218 2.053642 0.1 0.1 0.0
O 0.006088 4.753632 4.642536 0.0 -0.1 0.0
H 3.872036 5.711092 -1.135447 0.0 0.1 0.0
H -2.808270 -5.218381 0.453326 0.0 -0.1 0.0
H 2.420001 5.297165 -3.756131 0.0 0.0 0.0
H 5.923205 7.026998 -0.968516 0.0 0.0 0.0
H -2.782181 -3.596236 2.595589 -0.1 0.0 0.2
H -3.206285 -2.735688 -0.099019 0.0 0.0 -0.1
H 1.540109 4.148893 5.905713 0.0 0.0 0.0
C -3.785258 -5.574901 0.114102 -0.2 -0.1 -0.2
H 3.627420 3.469571 -0.183843 0.0 0.0 0.0
C -4.561928 -4.428253 2.158895 0.1 -0.1 0.1
H 3.043150 3.698419 -4.132772 0.0 0.0 0.0
C -1.824850 -0.566455 -0.551687 -0.2 -0.2 0.2
H 0.733910 3.094321 0.086870 0.0 0.0 0.0
H -1.115645 -0.104680 -1.241507 0.0 0.1 0.1
C 2.979443 4.450548 -3.343011 0.1 0.0 -0.1
H 1.117042 5.253044 1.521765 0.0 0.0 0.0
C 4.445981 5.937131 -2.045115 0.0 -0.1 0.0
O 2.590512 2.585471 -1.759992 0.1 0.0 0.0
H -1.662251 3.733847 0.678452 0.0 0.0 0.1
N -4.787632 -5.383261 1.167151 0.2 0.4 -0.1
H 4.897968 4.105995 -2.783585 0.0 0.0 0.0
H -1.684409 -6.952021 -1.102207 0.0 0.0 -0.1
C 5.883881 6.157241 -1.629834 0.0 0.1 0.1
H 6.510931 6.366646 -2.502356 0.0 0.0 0.0
H -3.053274 -6.866522 -3.610161 0.0 0.1 0.0
B -1.953070 -5.132508 -2.972538 0.3 0.3 -0.7
C 2.074783 -4.031577 1.416193 -0.3 -0.1 0.0
H -4.002100 -5.813067 -2.613650 0.0 0.0 -0.1
H 0.525229 1.608467 0.991866 0.0 0.0 -0.1
H -1.530470 2.333602 3.596539 0.0 0.1 0.0
N 4.336433 4.900683 -3.058985 0.0 -0.1 0.1
N -5.505611 -3.649745 2.496071 0.0 0.3 -0.1
H 1.145658 3.690116 -2.599587 0.0 0.0 0.0
C 0.884602 5.244449 3.639294 0.0 0.2 0.0
C -1.269133 2.710342 0.714441 0.0 0.0 -0.2
H 2.054344 4.542080 -1.360349 0.1 0.0 0.0
H -0.536327 4.980621 2.088343 0.0 0.1 0.0
C -3.005622 -6.251820 -2.700717 0.2 -0.5 -0.3
H 0.300016 -5.398969 -0.104301 -0.1 0.0 0.0
N -3.068518 -0.930518 -1.243452 0.0 -0.4 0.0
C 0.572447 3.808614 5.524196 0.0 0.0 0.0
H 4.055709 6.874410 -2.455601 0.0 0.0 0.0
H 2.026088 -5.100447 1.641015 0.1 0.0 0.0
H -4.212101 -1.394013 0.462635 0.0 0.0 0.0
H -4.688199 -2.268086 -0.983336 0.0 0.0 0.0
O -0.629112 -5.248891 -2.558203 -0.6 -0.2 0.9
H -2.654215 -8.206643 -1.824876 0.0 0.0 0.1
O 6.396200 5.051593 -0.899634 0.0 -0.1 0.0
C -2.315564 2.527474 2.859621 -0.1 -0.1 0.0
H -2.732597 -5.242200 2.517009 0.0 0.0 0.0
H -5.229842 -3.101477 3.306339 -0.1 -0.1 0.0
N -3.297751 -4.447209 2.783568 0.1 -0.1 -0.3
B -0.259776 -4.136707 -1.801463 0.5 0.0 -0.7
C 1.701933 -3.819351 -0.040730 0.0 -0.2 0.2
O -2.311011 -3.915101 -3.551933 -0.6 -0.1 0.9
C -2.682143 -7.165948 -1.497453 -0.2 -0.1 0.0
C 2.154428 3.852087 -2.209582 -0.2 0.0 0.0
H 6.908547 3.646810 -2.364194 0.0 0.0 0.0
H 3.068589 -3.648145 1.638468 0.0 0.0 0.0
H -1.441204 2.278104 -0.274179 0.0 0.0 0.0
H -4.673413 -7.403972 -0.607429 0.0 0.1 -0.1
O -0.519450 -2.906114 -2.365972 -0.7 0.0 0.9
Cl 1.864753 -2.070725 -0.423369 0.0 0.0 0.0
C 7.354562 4.273458 -1.583324 0.0 0.0 0.0
C 0.232796 2.661244 0.957944 0.2 0.0 0.1
H -3.239726 2.086487 3.232889 0.0 0.0 0.0
H 2.421083 -4.341692 -0.672389 0.0 0.2 -0.1
H 3.601471 1.696650 -0.246599 0.0 0.0 0.0
C 3.673015 2.601915 -0.848977 -0.1 -0.1 0.0
H 0.419550 2.826968 2.973306 0.0 0.0 0.0
C 0.516399 4.721542 2.268441 0.0 -0.1 0.0
H -0.384980 -3.844459 0.381446 -0.1 0.0 -0.1
O -2.036643 1.925892 1.610583 0.0 0.1 0.1
O -3.367597 -0.768392 -3.691740 -0.4 -0.9 -0.1
H 0.709596 2.826563 5.056908 0.0 0.0 0.0
H 1.922844 4.996417 3.882005 0.0 -0.1 0.0
H -5.678309 -5.130901 0.753799 -0.1 -0.4 0.2
H 7.824434 3.622704 -0.847922 0.0 0.0 0.0
B -1.810797 -2.794625 -2.894105 0.7 0.3 -0.7
H -4.057202 -4.947124 -0.741563 0.1 0.1 0.1
B -2.802002 -1.410933 -2.605392 0.1 0.4 -0.3
C 0.288733 -4.328732 -0.337858 0.5 0.0 0.0
H -0.114235 3.697789 6.361689 0.0 0.0 0.0
H 8.125382 4.901454 -2.040746 0.0 0.0 0.0

=====

Entry 7:
63
Properties=species:S:1:pos:R:3:forces:R:3 method="wB97M-V/def2-TZVPD" spin_multiplicity=6 charge=+1 energy_ha=-1186.89032 e_above_lowest_ev=2.4101
H -2.069718 1.753487 2.375701 -0.1 -0.4 -0.2
H 1.090139 -3.657393 4.108962 0.1 0.7 -0.2
H 3.355756 3.131286 0.295499 0.0 -0.2 0.0
C 3.033043 2.100929 0.484155 0.1 0.1 0.1
C 0.919762 -3.320558 -1.405836 0.8 0.7 -1.2
C 1.226697 -3.026433 3.210705 0.2 -0.2 0.3
H -4.838859 -0.564456 0.244670 0.3 0.1 0.1
H 0.180028 0.632994 -4.041761 0.0 -0.1 0.2
H 0.197138 -0.839783 -3.044196 0.0 0.2 -0.1
C -0.153410 0.193623 -3.090995 0.0 -0.2 -0.1
C 1.808072 1.792333 -0.307264 0.0 0.7 0.1
C -2.754177 -0.380428 0.022970 0.0 0.8 1.3
C 2.674975 -0.176032 -1.800956 -0.1 -0.2 0.0
H 0.987921 -3.100518 -0.356098 -1.7 0.8 0.4
H 0.335344 -3.107668 2.582992 -0.2 -0.3 0.4
C 1.474747 -4.330762 -3.862649 -1.0 0.0 -0.3
C -1.589166 2.682059 -1.699537 -0.1 0.0 -0.1
H 3.562471 -0.152558 -1.168298 0.0 -0.1 -0.1
C 0.322024 3.753431 0.597449 0.1 0.3 0.0
H -3.420559 -1.960731 -1.171210 0.4 0.1 -0.1
H 1.519345 -4.827163 -4.829932 0.6 0.1 0.2
H -0.348297 -1.426266 2.189626 0.6 0.1 0.5
C 1.646030 0.790172 -1.317333 0.2 0.0 -0.8
H -4.666689 1.023594 2.261462 -0.1 0.0 -0.2
C 0.193634 -3.717215 -3.638584 0.5 -0.5 -1.8
H -1.245090 0.162363 -3.097149 0.2 0.1 -0.1
C 1.574445 -1.523811 3.214343 3.4 -3.2 -0.3
H -2.230482 1.942790 -2.191635 0.1 0.2 0.1
H -1.647910 -1.724654 -1.278333 -0.3 0.3 0.1
H -1.446289 3.513754 -2.402319 0.0 -0.1 0.1
C 2.211256 -3.848968 -1.661388 -1.7 -0.3 0.2
H -2.115312 3.076267 -0.824388 0.0 -0.1 -0.1
H 3.011134 -2.269702 1.846105 0.9 -0.5 0.1
C -0.271572 2.093881 -1.323262 0.5 0.7 -0.6
H -0.736138 3.784442 0.878213 0.2 0.1 0.0
C 0.366100 0.972504 -1.934124 -0.1 0.7 -0.1
Ir 0.155705 0.650034 0.336959 -0.5 -2.9 0.3
C 0.596534 2.587638 -0.281076 -0.1 1.0 -1.1
C -2.615013 -1.211635 -1.186000 -0.1 -0.3 -0.4
C -2.543374 1.044150 1.704942 0.2 -0.4 -0.1
C 2.805449 -1.293035 2.248783 -0.8 -0.5 0.0
H -0.591748 -3.758563 -4.405972 0.6 0.0 0.1
H 0.924794 3.690557 1.506300 -0.1 0.1 0.0
C 2.483273 -4.375143 -2.903214 0.4 -0.4 -1.6
H -2.774221 -0.590379 -2.082050 0.1 -0.2 0.3
C 0.448553 -0.865078 2.724799 -4.1 3.3 -1.4
C -3.848064 0.716932 1.635704 -0.1 0.0 -0.2
H 0.563822 4.688111 0.081398 0.0 0.0 0.1
N -3.969808 -0.160425 0.574112 0.1 0.0 0.2
C -0.031284 -3.065125 -2.500364 2.6 -1.3 4.3
H 2.352527 -0.867920 1.355283 0.2 0.9 -0.3
H 3.761887 -0.791292 2.486820 -0.8 0.0 0.4
N -1.841300 0.310265 0.740866 -1.4 0.1 -0.4
C 0.440751 0.559115 2.348855 0.6 0.3 1.2
H 3.468159 -4.851351 -3.122354 -1.0 0.4 0.1
H 1.972255 -3.474096 2.581575 0.5 -0.8 0.2
H 2.878568 -4.033442 -0.817435 -0.1 0.3 -0.2
H 2.973923 0.061758 -2.829885 0.0 0.0 0.2
H 3.837702 1.415687 0.217008 0.0 0.1 0.1
H 2.264702 -1.189533 -1.808555 0.2 0.1 0.0
H 1.391764 1.047883 2.591380 -0.2 -0.1 0.3
H 2.838850 2.009137 1.554782 0.2 0.0 -0.1
H -0.349240 1.143569 2.827695 0.0 -0.1 0.1